# 1
{
  "formula": "C8H11BN2S",
  "method": "ωB97M-V/def2-TZVPD",
  "elements": ["C", "N", "B", "S", "N", "C", "C", "C", "C", "C", "C", "C", "H", "H", "H", "H", "H", "H", "H", "H", "H", "H", "H"],
  "coordinates": [[-0.83772, 2.78793, 0.05904], [-0.68847, 1.38835, -0.13943], [-1.84544, -0.05225, -0.23140], [-3.55387, -0.11408, 0.03685], [-1.00561, -1.17336, -0.15588], [-1.51591, -2.49499, 0.05854], [0.34918, -0.74190, -0.08318], [1.50643, -1.63175, -0.06582], [2.74804, -1.02254, 0.10095], [2.93334, 0.36946, 0.09145], [1.81200, 1.20938, -0.04358], [0.47014, 0.69761, -0.10641], [0.12607, 3.04671, 0.41846], [-0.88967, 3.40380, -0.89479], [-1.70966, 2.98507, 0.57390], [-3.81674, 1.20981, 0.17784], [-1.01282, -2.93933, 0.90750], [-2.66924, -2.50389, 0.05259], [-1.28195, -3.14182, -0.84563], [1.56010, -2.64242, -0.22067], [3.57025, -1.65548, 0.09291], [3.91888, 0.72530, 0.09868], [1.83266, 2.29041, 0.11808]],
  "atomic_forces_ev_per_a": [[1.52, -0.18, -3.31], [-3.63, -5.16, -0.87], [3.97, 3.30, 0.81], [-2.15, 0.68, 0.10], [-0.05, 2.32, -0.26], [-0.66, -1.28, -2.15], [1.42, -1.58, -0.51], [-1.20, 4.99, 0.57], [-1.28, 1.28, -0.67], [-2.48, -0.78, -0.26], [-1.00, -0.12, 0.77], [2.50, -1.63, 0.40], [0.31, 1.15, 1.45], [-0.16, -0.86, 0.56], [-1.38, 0.72, 1.74], [0.24, -0.41, -0.14], [-0.41, -0.21, 0.43], [1.92, 0.10, 0.66], [-0.04, 0.55, 0.98], [-0.83, -2.44, -0.12], [1.58, -0.95, 0.10], [1.09, 0.78, 0.24], [0.73, -0.27, -0.49]],
  "mulliken_charge": [-0.79, -0.16, 0.29, -0.40, 0.21, -0.81, 0.41, -0.78, -0.55, -0.83, -0.59, 0.68, 0.25, 0.27, 0.33, 0.11, 0.34, 0.24, 0.30, 0.47, 0.41, 0.42, 0.18],
  "gap_ha": 0.2778,
  "spin_multiplicity": 1,
  "lumo_energy_ha": 0.015,
  "e_above_lowest_ev": 0.0000,
  "e_homo_ev": -7.2
}

# 2
{
  "formula": "C8H11BeNPS",
  "method": "ωB97M-V/def2-TZVPD",
  "elements": ["C", "C", "C", "C", "C", "Be", "P", "H", "H", "H", "H", "H", "H", "H", "H", "S", "C", "C", "N", "C", "H", "H", "H"],
  "coordinates": [[-0.02470, -0.24453, -2.03195], [-1.02054, -1.17433, -2.45917], [-0.71389, -2.42339, -1.84127], [0.56541, -2.34364, -1.23041], [0.97466, -0.97439, -1.27662], [0.44827, 1.42220, 1.15656], [-0.37981, 3.17032, 0.35283], [-0.00270, 0.82381, -2.23613], [-1.89517, -0.94776, -3.06118], [-1.32703, -3.32151, -1.90328], [1.86770, -0.55663, -0.82201], [1.11588, -3.15956, -0.76017], [-1.66656, 3.45998, 0.91904], [-0.71878, 2.98189, -1.02181], [0.25339, 4.45166, 0.30595], [-1.05900, -0.82086, 3.81500], [0.68657, -0.99457, 3.97516], [1.34597, -0.36180, 2.96851], [0.46525, 0.29490, 2.10001], [-0.86594, 0.05410, 2.36827], [1.13362, -1.49676, 4.82142], [2.40794, -0.32142, 2.75554], [-1.70135, 0.43588, 1.76571]],
  "atomic_forces_ev_per_a": [[0.55, -0.93, 0.39], [0.49, 0.05, 1.41], [0.51, 0.11, -0.91], [-0.50, 1.11, 0.31], [-1.08, -0.16, -0.70], [0.88, 2.30, -2.13], [0.11, -1.66, -0.19], [0.08, -0.14, -0.17], [0.03, -0.01, 0.17], [0.18, 0.10, -0.14], [0.02, -0.02, -0.17], [-0.25, 0.24, 0.00], [0.09, 0.77, -0.04], [0.27, 0.21, 0.43], [-0.49, -0.16, 0.13], [-0.15, -0.57, 1.35], [0.60, 0.32, -0.55], [-1.82, 0.03, -0.09], [0.98, -1.04, 0.72], [-0.84, -0.06, -0.12], [-0.13, -0.06, -0.17], [-0.20, 0.06, 0.20], [0.69, -0.48, 0.27]],
  "mulliken_charge": [-0.48, -0.79, -0.32, -0.71, -0.62, -0.44, 0.05, 0.46, 0.38, 0.38, 0.48, 0.34, -0.01, 0.03, 0.05, -0.27, -0.29, -0.45, 0.41, -0.40, 0.37, 0.39, 0.43],
  "gap_ha": [0.1775, 0.1749],
  "spin_multiplicity": 1,
  "charge": -1,
  "lumo_energy_ha": [0.099, 0.106],
  "e_above_lowest_ev": 0.8989,
  "e_homo_ev": [-2.1, -1.9]
}

# 3
{
  "formula": "C8H11BrN2O3S",
  "method": "ωB97M-V/def2-TZVPD",
  "elements": ["C", "C", "C", "C", "N", "C", "O", "C", "N", "Br", "C", "S", "H", "H", "H", "H", "H", "H", "H", "H", "H", "H", "H", "O", "C", "O"],
  "coordinates": [[3.50456, 0.82831, -0.24181], [2.02982, 0.55584, 0.10337], [1.45978, 1.39805, 1.17071], [1.31392, -0.36449, -0.56130], [-0.08751, -0.71356, -0.31956], [-0.87234, -1.23112, -1.20966], [-0.93815, -1.55978, -2.32801], [-2.08869, -1.34266, -0.04270], [-2.71140, -2.46581, 0.33591], [-3.62287, 0.12221, -0.70952], [-1.04996, -0.59619, 0.80530], [-0.66826, -1.38115, 2.34316], [4.14592, 0.89664, 0.56133], [3.40326, 1.60878, -0.98421], [3.89485, -0.10972, -0.78749], [0.42679, 1.30613, 1.08455], [1.85362, 2.41622, 0.89073], [1.87384, 1.23707, 2.20660], [1.80890, -0.95640, -1.38573], [-3.06660, -2.65349, 1.19750], [-3.05805, -2.90151, -0.48663], [-1.17881, 0.49082, 1.09396], [-0.99358, -2.55034, 2.10342], [-2.59931, 3.08252, -2.31993], [-1.82753, 2.62135, -1.59890], [-0.95220, 2.26227, -0.92110]],
  "atomic_forces_ev_per_a": [[-2.37, -3.33, -3.12], [0.67, -1.47, 0.18], [2.53, 1.38, 0.30], [0.37, -0.31, -0.21], [3.41, 1.47, 1.14], [-4.97, -1.60, 1.52], [1.00, -0.44, -2.44], [0.80, 2.63, -1.12], [2.12, 0.31, -3.17], [0.70, -0.45, 0.32], [0.20, 0.93, 0.38], [1.43, 3.22, 1.84], [1.14, 1.05, 1.83], [0.97, 0.64, 0.20], [-0.53, 1.44, 0.48], [-1.55, 0.63, 0.53], [-0.99, -0.48, 0.48], [-0.54, -0.27, -1.03], [-0.99, 0.60, 1.01], [-1.38, -0.25, 2.63], [-0.69, -0.99, -0.08], [-0.55, -1.43, -0.65], [-0.80, -3.33, -1.02], [-0.51, -0.10, -0.09], [0.84, 0.34, -0.02], [-0.29, -0.22, 0.11]],
  "mulliken_charge": [-1.44, 1.14, -1.00, -0.70, 0.34, 0.36, -0.57, 0.00, -0.42, -0.37, -0.17, -0.19, 0.43, 0.33, 0.33, 0.13, 0.38, 0.26, 0.22, 0.17, 0.28, 0.43, 0.10, -0.39, 0.77, -0.41],
  "gap_ha": 0.3478,
  "spin_multiplicity": 1,
  "lumo_energy_ha": 0.014,
  "e_above_lowest_ev": 0.0000,
  "e_homo_ev": -9.1
}

# 4
{
  "formula": "C8H11ClN5",
  "method": "ωB97M-V/def2-TZVPD",
  "elements": ["H", "N", "C", "N", "C", "N", "N", "N", "Cl", "C", "C", "C", "C", "C", "C", "H", "H", "H", "H", "H", "H", "H", "H", "H", "H"],
  "coordinates": [[-1.04751, 2.10758, -0.04251], [-0.40163, 1.27844, -0.22144], [-0.78395, 0.09125, -0.16476], [-2.08202, -0.45262, -0.10405], [-3.38192, -0.09542, -0.02148], [-4.35236, -0.95064, -0.22618], [-3.69177, 1.17894, 0.38431], [0.26872, -0.94368, -0.25599], [-0.08445, -2.53907, 0.47894], [1.60791, -0.37516, -0.04847], [2.39776, -0.72020, 1.04622], [3.74928, -0.42035, 1.02710], [4.29791, 0.49307, 0.04045], [3.45271, 0.95488, -0.94121], [2.15366, 0.42225, -1.03824], [-2.02551, -1.44550, -0.20826], [-5.38001, -0.77176, 0.08270], [-4.15103, -1.95649, -0.56061], [-4.61016, 1.52998, 0.38050], [-2.96153, 1.81493, 0.84199], [1.88707, -1.36859, 1.75254], [4.38546, -0.70025, 1.83773], [5.30700, 0.64512, -0.18601], [3.81097, 1.33103, -1.95245], [1.63541, 0.89227, -1.90083]],
  "atomic_forces_ev_per_a": [[0.90, -1.91, -0.85], [-1.31, 1.88, 0.98], [1.11, 0.05, 0.28], [-1.16, -1.75, -0.28], [0.97, 3.69, 1.57], [-2.39, -2.83, -0.41], [3.06, -0.33, 0.42], [-1.17, 0.97, 0.32], [0.32, 1.64, -0.57], [0.24, -0.43, -0.56], [-0.42, -0.64, -0.77], [0.65, 2.36, -0.63], [-2.23, -1.80, 0.45], [-0.41, -1.53, -1.89], [-0.26, 1.84, -0.78], [0.25, -0.77, -0.01], [2.80, -0.26, -0.78], [-0.45, 2.44, 0.70], [-1.14, 0.20, -0.08], [-1.53, -1.67, -1.14], [0.69, 0.08, 0.38], [0.25, -0.48, 0.33], [1.63, 0.20, 0.76], [-0.14, 0.27, 1.86], [-0.27, -1.23, 0.70]],
  "mulliken_charge": [0.18, -0.54, 0.47, -0.06, 0.77, -0.42, -0.37, -0.18, -0.10, 0.58, -0.37, -0.76, -0.38, -0.50, -0.08, 0.02, 0.28, 0.27, 0.21, 0.22, 0.40, 0.41, 0.41, 0.27, 0.28],
  "gap_ha": 0.2940,
  "spin_multiplicity": 1,
  "charge": 1,
  "lumo_energy_ha": -0.129,
  "e_above_lowest_ev": 3.1440,
  "e_homo_ev": -11.5
}

# 5
{
  "formula": "C8H11Cu2N2O",
  "method": "ωB97M-V/def2-TZVPD",
  "elements": ["Cu", "Cu", "O", "H", "N", "C", "C", "C", "C", "H", "H", "H", "H", "H", "N", "C", "C", "C", "C", "H", "H", "H", "H", "H"],
  "coordinates": [[-0.28801, 4.49301, -2.11255], [-0.07890, 1.86440, -3.50241], [-0.52215, 2.44696, -1.64214], [-0.08301, 2.17923, -0.82477], [-2.46235, 0.64318, -0.54874], [-1.86705, -0.37772, 0.14123], [-2.83429, -1.21808, 0.61590], [-4.08555, -0.62338, 0.26923], [-3.82867, 0.51478, -0.43873], [-1.94435, 1.36998, -1.01646], [-0.79389, -0.47370, 0.21755], [-2.72774, -2.14440, 1.15175], [-5.06474, -1.03106, 0.45760], [-4.48650, 1.18784, -0.96187], [3.41838, -0.99728, -0.26241], [2.53951, -0.06802, 0.21109], [2.43993, -0.24739, 1.55891], [3.29351, -1.32151, 1.90199], [3.90158, -1.76128, 0.76010], [3.74162, -1.08557, -1.20855], [2.05874, 0.67269, -0.40410], [1.70083, 0.23426, 2.17751], [3.31191, -1.75825, 2.88714], [4.66118, -2.49870, 0.57274]],
  "atomic_forces_ev_per_a": [[-0.19, -1.39, 0.65], [-0.18, -0.06, 1.24], [0.30, 1.57, -1.64], [0.35, 0.01, -0.26], [-0.11, -0.03, 0.40], [0.44, -0.56, -0.16], [-0.63, 0.47, 0.06], [-0.01, -0.29, -0.14], [0.26, 0.02, -0.44], [-0.40, 0.01, 0.08], [0.00, 0.09, -0.07], [0.25, 0.05, 0.09], [0.00, 0.04, 0.09], [-0.06, 0.06, 0.14], [0.42, 0.07, -0.63], [-0.05, 0.15, -0.02], [-0.53, -0.16, -0.09], [-0.37, -0.24, 0.66], [-0.09, 0.24, 0.07], [-0.03, 0.11, -0.01], [0.05, -0.10, -0.27], [0.24, 0.14, 0.22], [0.41, -0.04, -0.05], [-0.09, -0.15, 0.08]],
  "mulliken_charge": [0.71, 0.64, -0.67, 0.29, 0.11, -0.14, -0.73, -0.35, -0.56, 0.24, 0.35, 0.39, 0.39, 0.35, -0.02, -0.41, -0.23, -0.49, -0.47, 0.19, 0.27, 0.38, 0.38, 0.39],
  "gap_ha": 0.1467,
  "spin_multiplicity": 1,
  "charge": 1,
  "lumo_energy_ha": -0.236,
  "e_homo_ev": -10.4
}

Number 1: molecular weight 178.1 Da. Number 2: molecular weight 193.2 Da. Number 3: molecular weight 295.2 Da. Number 4: molecular weight 212.7 Da. Number 5: molecular weight 278.3 Da.